# 1
Computed, not measured: a single C5H7N molecule, with the ωB97M-V functional and the def2-TZVPD basis.

The value obtained for the total energy is -249.36571 hartree. As for the energy above the lowest of the compared OMol25 structures with the same formula, charge and spin: 2.926 eV. For the highest occupied orbital energy, the calculation gives -8.6 eV. For the frontier orbital gap, the calculation gives 0.34820 Eh. Its SMILES is C=CN=C=CC.

Each line ends with the Löwdin charge.
Geometry (Å):
C1 -1.30996 -1.50678 0.67230  0.0331
C2 -1.49609 -1.30838 -0.61228  -0.2402
N1 -0.86118 -0.34974 -1.31319  0.0904
C3 0.24860 0.03660 -1.07694  -0.1272
C4 1.31898 0.51410 -0.49985  -0.1451
C5 1.10063 1.66235 0.44420  -0.1032
H1 -1.64770 -2.27096 1.29134  0.0389
H2 -0.50444 -1.01064 1.11308  0.0343
H3 -2.31751 -1.91938 -1.07471  0.1179
H4 2.22453 0.29876 -0.96880  0.0760
H5 1.13164 2.62332 -0.05284  0.0631
H6 1.97538 1.71758 1.22073  0.1102
H7 0.13709 1.51318 0.85696  0.0518

Force components x, y, z for each atom (eV/Å):
1.103 0.150 -0.238
-3.030 -2.958 0.828
-0.624 1.082 -2.503
0.951 0.290 1.257
-0.849 0.587 -0.713
2.780 0.034 0.913
-1.373 -1.214 0.464
1.140 1.206 0.832
1.026 0.922 -0.197
1.630 -0.249 -0.332
-0.080 0.225 -0.273
-1.911 -0.296 -1.056
-0.762 0.222 1.019

=====

# 2
Computed, not measured: a single C5H7N molecule, with the ωB97M-V functional and the def2-TZVPD basis.

The value obtained for the total energy is -249.46867 hartree. As for the energy above the lowest of the compared OMol25 structures with the same formula, charge and spin: 0.124 eV. For the highest occupied orbital energy, the calculation gives -8.0 eV. For the frontier orbital gap, the calculation gives 0.33256 Eh. Its SMILES is Cc1ccc[nH]1.

Each line ends with the Löwdin charge.
Geometry (Å):
C1 1.19968 -1.73987 -0.33123  -0.0403
C2 0.29937 -0.56998 -0.14427  -0.3461
C3 -0.99333 -0.34492 -0.51338  -0.0794
C4 -1.36798 0.97080 -0.12740  -0.1009
C5 -0.27970 1.49400 0.52061  -0.1441
N1 0.69979 0.54878 0.53855  0.0442
H1 1.50321 -2.24607 0.58707  0.0736
H2 0.63718 -2.49356 -0.87536  0.0752
H3 2.12065 -1.45206 -0.85079  0.0785
H4 -1.56563 -1.03016 -1.11517  0.0975
H5 -2.22705 1.50015 -0.50935  0.0898
H6 -0.15787 2.43619 1.02169  0.1014
H7 1.63126 0.66788 0.89408  0.1504

Force components x, y, z for each atom (eV/Å):
-0.070 -0.150 0.027
0.076 0.080 0.798
-0.195 -0.243 -0.797
0.445 -0.078 -0.435
-0.474 0.314 0.224
0.519 -0.193 -0.116
-0.063 0.279 0.255
0.237 -0.033 -0.390
-0.211 -0.205 -0.164
-0.161 -0.040 0.026
-0.141 -0.007 0.521
0.113 0.149 -0.079
-0.074 0.127 0.130